This record from the OMol25 dataset describes a single C12H17P molecule. The level of theory is ωB97M-V with the def2-TZVPD basis set.

Its gap between HOMO and LUMO (spin up / spin down) is 6.55 / 6.95 eV. The calculation puts the LUMO energy (spin up / spin down) at -0.012 / -0.015 hartree. For the HOMO energy (spin up / spin down), the calculation gives -6.87 / -7.36 eV. The maximum force comes out at 5.18 eV Å⁻¹.

```
! RIJCOSX wB97M-V def2-TZVPD def2/J DEFGRID3
* xyz 0 1
C -1.0427 2.7130 -0.5565
C 0.3220 2.7673 -0.2931
C -1.8750 1.6032 -0.5477
C 1.3342 1.7784 -0.0011
C -0.4822 -0.2552 -1.4681
C 0.8367 -0.0456 -1.5845
C -1.5177 0.2107 -0.3943
C 1.6497 0.5989 -0.6152
C -2.9098 -0.4455 -0.4438
C 2.8888 -0.2471 -0.3643
C 0.6871 -2.2879 2.3425
C -0.1764 -1.8517 1.1109
P -0.8275 -0.0664 1.3659
H -1.4370 3.6591 -0.5649
H 0.7822 3.8355 -0.0349
H -2.8877 1.6892 -0.6372
H 2.0817 2.2924 0.7462
H -1.0681 -0.8895 -2.2536
H 1.4992 -0.3707 -2.3506
H -3.2839 -0.2975 -1.3586
H -3.6304 -0.0056 0.2496
H -2.9467 -1.5889 -0.2115
H 3.7336 0.3469 0.1150
H 3.4177 -0.4689 -1.3489
H 2.7100 -1.2125 0.0500
H 0.0984 -2.5461 3.0965
H 1.2855 -3.0472 2.1165
H 1.2400 -1.5117 2.6208
H -1.0412 -2.5976 1.0698
H 0.5596 -1.7589 0.1450
*
```